[1]
The following is a DFT calculation (ωB97M-V/def2-TZVPD) of an isolated molecule of C10H13NO at a distorted geometry.

Structure (ORCA input):
```
! RIJCOSX wB97M-V def2-TZVPD def2/J DEFGRID3
* xyz 0 1
C -2.26 -2.31 -0.25
C -1.87 -0.88 0.15
O -2.59 -0.29 0.95
C -0.59 -0.32 -0.32
C 0.13 -0.34 -1.48
C -0.18 -1.12 -2.74
N 1.26 0.48 -1.32
C 1.18 1.11 -0.12
C 0.11 0.68 0.54
C 0.11 0.84 2.00
C 1.16 1.81 2.14
C 2.03 1.91 0.79
H -3.34 -2.29 -0.57
H -1.48 -2.67 -0.91
H -2.06 -3.05 0.51
H 0.39 -2.11 -2.71
H 0.14 -0.52 -3.57
H -1.23 -1.21 -2.74
H 1.85 0.56 -2.10
H -0.83 1.27 2.45
H 0.22 -0.15 2.51
H 1.92 1.55 2.88
H 0.77 2.80 2.49
H 2.96 1.40 0.91
H 2.22 2.86 0.49
*
```

Summary:
**Highest occupied orbital energy**: -8.1156 eV
**Energy above the lowest of the compared OMol25 structures with the same formula, charge and spin**: 32.7 kcal/mol
**Structure (SMILES)**: CC(=O)c1c(C)[nH]c2c1CCC2
**E_tot**: -14117.01611 eV

***

[2]
The following is a DFT calculation (ωB97M-V/def2-TZVPD) of a structure of composition C25H16F5N2O2PSSeY.

Structure (ORCA input):
```
! RIJCOSX wB97M-V def2-TZVPD def2/J DEFGRID3
* xyz 1 1
Y 1.67 -1.31 1.36
O 4.16 0.33 -1.65
N 3.72 1.25 -0.69
C 2.30 1.31 -0.73
C 1.59 2.54 -0.33
C 2.14 3.80 -0.55
C 1.45 4.93 -0.12
C 0.23 4.80 0.51
C -0.32 3.54 0.73
C 0.37 2.40 0.30
P -0.27 0.74 0.64
C -0.93 0.14 -0.94
C -0.90 0.89 -2.12
C -1.37 0.33 -3.30
C -1.87 -0.96 -3.32
C -1.92 -1.70 -2.14
C -1.45 -1.16 -0.96
C -1.67 0.91 1.76
C -1.42 0.87 3.13
C -2.46 1.00 4.03
C -3.76 1.16 3.57
C -4.01 1.19 2.20
C -2.97 1.07 1.30
H 5.12 0.42 -1.62
H 1.83 0.68 -1.48
H 3.10 3.89 -1.03
H 1.88 5.91 -0.28
H -0.31 5.68 0.85
H -1.26 3.44 1.24
H -0.52 1.90 -2.11
H -1.34 0.92 -4.21
H -2.24 -1.38 -4.24
H -2.34 -2.70 -2.15
H -1.51 -1.73 -0.04
H -0.40 0.75 3.50
H -2.27 0.97 5.10
H -4.58 1.25 4.27
H -5.03 1.30 1.84
H -3.17 1.09 0.23
O 2.76 -0.23 2.73
S 3.13 1.17 1.98
N 2.98 0.53 0.33
F 1.82 -5.29 -3.09
C 1.43 -4.84 -1.92
C 2.36 -4.40 -0.99
F 3.66 -4.42 -1.27
C 1.91 -3.93 0.23
F 2.88 -3.45 1.09
C 0.57 -3.86 0.60
Se -0.04 -3.20 2.32
C -0.33 -4.30 -0.37
F -1.64 -4.27 -0.12
C 0.08 -4.78 -1.60
F -0.82 -5.18 -2.48
*
```

Summary:
**Highest occupied orbital energy**: -11.5185 eV
**Energy above the lowest of the compared OMol25 structures with the same formula, charge and spin**: 49.9 kcal/mol
**E_tot**: -133353.03190 eV

***

[3]
The following is a DFT calculation (ωB97M-V/def2-TZVPD) of a cluster of 2 separate species, C3H6INO2 in total at a distorted geometry.

Structure (ORCA input):
```
! RIJCOSX wB97M-V def2-TZVPD def2/J DEFGRID3
* xyz 0 1
C 0.07 -0.87 -1.67
C -0.03 0.93 1.63
C 0.17 -0.67 -0.14
N -0.26 0.60 0.21
O 0.17 0.15 -2.57
O -0.20 -1.93 -2.13
I -0.64 -2.36 0.91
H -0.38 0.19 2.31
H 0.96 1.18 1.91
H -0.62 1.80 1.66
H 1.66 -0.71 0.15
H 0.43 1.05 -2.35
H -1.32 0.65 0.07
*
```

Summary:
**Highest occupied orbital energy**: -9.5390 eV
**Energy above the lowest of the compared OMol25 structures with the same formula, charge and spin**: 52.3 kcal/mol
**E_tot**: -16891.98636 eV

***

[4]
The following is a DFT calculation (ωB97M-V/def2-TZVPD) of an isolated molecule of C3H4N2O2.

Structure (ORCA input):
```
! RIJCOSX wB97M-V def2-TZVPD def2/J DEFGRID3
* xyz 0 1
O -2.38 -0.03 -0.62
C -1.06 0.06 -0.37
C -0.24 1.12 -0.61
N 1.01 0.68 -0.16
C 0.84 -0.56 0.32
O 1.87 -1.19 0.92
N -0.39 -0.99 0.21
H -2.64 -0.91 -0.34
H -0.40 2.10 -1.01
H 1.87 1.20 -0.13
H 1.52 -1.48 1.78
*
```

Summary:
**Highest occupied orbital energy**: -8.0738 eV
**Energy above the lowest of the compared OMol25 structures with the same formula, charge and spin**: 30.7 kcal/mol
**Structure (SMILES)**: Oc1c[nH]c(O)n1
**E_tot**: -10250.93284 eV

***

[5]
The following is a DFT calculation (ωB97M-V/def2-TZVPD) of a structure of composition C21H25N2Pd at a distorted geometry.

Structure (ORCA input):
```
! RIJCOSX wB97M-V def2-TZVPD def2/J DEFGRID3
* xyz 1 5
C -0.34 0.63 -3.58
C 0.21 2.01 -3.75
C 0.41 -0.33 -4.49
C -1.80 0.59 -3.95
H 0.12 0.08 -5.50
H 0.08 -1.38 -4.43
H 1.51 -0.29 -4.40
H -0.02 2.19 -4.83
H 1.31 2.10 -3.63
H -0.30 2.77 -3.14
H -1.75 0.91 -5.03
H -2.42 1.31 -3.39
H -2.26 -0.42 -3.90
C 2.08 0.00 0.74
C 2.32 -0.80 -0.39
C 1.99 -0.04 -1.58
H 2.74 -1.80 -0.42
C 1.65 1.34 -1.11
C 1.63 1.27 0.33
H 1.42 2.16 0.94
H 2.20 -0.32 1.77
H 2.08 -0.32 -2.62
H 1.34 2.20 -1.72
C -2.09 -0.93 0.25
C -1.16 -1.92 0.69
C -0.38 -2.34 -0.40
H -1.04 -2.23 1.74
C -0.82 -1.62 -1.60
C -1.96 -0.74 -1.17
H -2.41 0.05 -1.79
H -2.86 -0.43 0.83
H 0.39 -3.12 -0.42
H -0.41 -1.65 -2.60
Pd -0.18 0.29 -1.48
N -1.64 0.60 4.34
C -1.59 0.25 3.02
N -0.45 0.64 2.48
C 0.33 1.21 3.48
C 1.62 1.75 3.49
C 2.10 2.29 4.68
C 1.33 2.28 5.85
C 0.05 1.71 5.86
C -0.43 1.19 4.68
H -2.39 0.32 4.94
H -2.39 -0.30 2.60
H 2.22 1.71 2.59
H 3.09 2.73 4.63
H 1.76 2.72 6.74
H -0.58 1.68 6.73
*
```

Summary:
**Highest occupied orbital energy (spin up / spin down)**: -9.5025 / -11.1744 eV
**E_tot**: -28628.35908 eV
**<S²>**: 6.029

***

[6]
The following is a DFT calculation (ωB97M-V/def2-TZVPD) of a cluster of 2 separate species, CH6NO in total at a distorted geometry.

Structure (ORCA input):
```
! RIJCOSX wB97M-V def2-TZVPD def2/J DEFGRID3
* xyz 1 1
C -0.64 0.36 0.84
N 0.37 -0.60 -1.12
O 0.35 0.55 1.53
H -1.21 1.15 0.34
H -1.15 -0.60 0.85
H 1.11 -1.22 -0.61
H -0.43 -1.11 -1.38
H 0.71 0.19 -1.68
H 0.89 1.28 1.23
*
```

Summary:
**Highest occupied orbital energy**: -15.7692 eV
**Energy above the lowest of the compared OMol25 structures with the same formula, charge and spin**: 42.7 kcal/mol
**E_tot**: -4662.91534 eV